[1]
86
Properties=species:S:1:pos:R:3 method="wB97M-V/def2-TZVPD" homo_ev=-9.276 homo_lumo_gap_ev=6.449 max_force_ev_per_a=5.5 total_charge=+1 lumo_ev=-2.826
Bi 0.06901 0.03216 -0.05170
C -1.71479 1.65280 0.19078
C -2.13041 0.67990 -0.89752
C -2.02975 -0.60954 1.16259
C -1.74315 0.89140 1.49479
C -2.27057 -0.71593 -0.28055
C -1.75718 3.10736 0.06911
H -1.43198 3.49941 -0.92611
H -1.15391 3.66508 0.82014
H -2.81187 3.48557 0.20071
C -1.74608 1.49937 2.80975
H -1.48324 2.54477 2.84198
H -1.02613 1.09246 3.51208
H -2.66520 1.32360 3.30673
C -2.17863 -1.61941 2.16697
H -3.25980 -1.72413 2.43956
H -1.66761 -1.42673 3.15502
H -1.84048 -2.64279 1.88313
C -3.09089 -1.81148 -0.73862
H -4.16343 -1.57790 -0.50665
H -2.91222 -2.78334 -0.21996
H -3.10956 -2.07457 -1.83298
C -2.88298 1.16808 -1.96556
H -3.84752 1.59593 -1.57010
H -3.22997 0.42911 -2.71688
H -2.44425 2.03693 -2.53443
C 1.49947 0.44741 -3.36025
C 0.51761 1.28441 -3.51092
C -0.08319 1.64252 -4.81826
C -0.95116 0.49633 -5.36865
C -0.99046 -0.69369 -4.49749
C 0.05300 -1.55760 -4.41044
C 1.32328 -1.34078 -5.11628
C 2.18815 -0.23515 -4.48827
H 0.72192 1.88763 -5.53814
H -0.53736 0.20575 -6.35749
H -0.67521 2.59331 -4.74577
H 2.47040 0.50590 -5.25718
H 1.92383 0.07018 -2.37153
H -0.04838 1.81993 -2.66325
H 3.16716 -0.65946 -4.14856
H 1.88450 -2.29954 -5.22111
H -0.11030 -2.58907 -3.99436
H 1.12525 -1.07047 -6.17227
H -1.96992 0.84896 -5.65442
H -2.00358 -1.05069 -4.11713
P 1.70502 1.81628 0.68278
C 1.35244 2.61030 2.24984
H 2.23105 3.24256 2.50127
H 1.20654 1.95082 3.13701
H 0.48156 3.30124 2.22135
C 3.37932 1.25974 0.93238
H 3.95590 2.12658 1.35594
H 3.89523 0.97915 -0.01121
H 3.49886 0.42014 1.64132
C 1.91295 3.28262 -0.28910
H 2.41851 3.10951 -1.25204
H 2.58187 3.97275 0.29301
H 0.97998 3.84939 -0.48605
P 0.94822 -2.29076 -0.15936
C -0.23389 -3.59341 -0.54265
H 0.36958 -4.45435 -0.92564
H -1.03301 -3.40549 -1.25933
H -0.75979 -3.97915 0.37413
C 2.57080 -2.57107 -0.82467
H 2.56872 -2.77689 -1.91511
H 3.00000 -3.50574 -0.37522
H 3.31930 -1.77312 -0.62484
C 1.33864 -3.10934 1.39362
H 1.56589 -4.19335 1.14567
H 0.52397 -3.14350 2.12356
H 2.24288 -2.73246 1.87657
C 1.31728 -1.22143 4.24296
Si 0.05506 -0.06906 3.93973
C -1.36945 -0.62189 5.20002
C 0.67266 1.34627 5.18503
O 0.09091 -0.01806 2.24223
H 1.51566 -1.22609 5.31722
H 2.22300 -0.94878 3.69874
H 0.98086 -2.22782 3.96698
H -0.97344 -0.49990 6.21932
H -2.30225 -0.02884 5.15849
H -1.60923 -1.67682 5.13903
H 1.72307 1.56643 5.05540
H 0.07585 2.26978 5.16623
H 0.59707 0.93968 6.20486



[2]
91
Properties=species:S:1:pos:R:3 method="wB97M-V/def2-TZVPD" homo_ev=-11.623 homo_lumo_gap_ev=9.388 max_force_ev_per_a=1.5 total_charge=+1 lumo_ev=-2.236
C -4.33574 -6.28790 -2.44255
C -5.12938 -4.97544 -2.41596
C -5.15815 -4.32411 -1.03374
C -3.78228 -3.82233 -0.56605
C -3.55881 -2.32414 -0.87432
C -3.82562 -1.40034 0.32956
C -2.62196 -0.52442 0.70582
C -2.34902 0.55684 -0.35796
C -0.96830 0.50453 -1.03494
C 0.20273 1.12670 -0.25271
C -0.11490 2.60369 0.07231
C -0.43714 3.11427 1.48440
C -1.35739 2.30882 2.38250
C -1.34146 2.85262 3.82266
O -1.01533 1.80466 4.74940
C -1.99503 0.91105 4.93035
O -1.81309 -0.25458 4.90989
O 0.36658 0.18720 0.86215
C 1.66110 -0.01686 1.23863
S 2.14797 1.31394 2.46385
C 1.80797 -1.36670 1.96825
O 1.57304 -1.21346 3.33231
C 2.60156 -1.70766 4.17015
N 2.49016 0.11851 -0.10902
C 2.71955 -1.27364 -0.71481
N 1.56296 -2.14350 -0.69495
C 3.91330 0.64453 0.25132
Br 5.32246 -0.01144 -0.93199
C 4.15818 2.14915 0.41205
C 5.09770 2.45329 1.58217
C 1.57082 0.93654 -1.04612
F 1.23819 0.06875 -2.09553
P 2.21626 2.46867 -1.97978
C 3.48706 1.96281 -3.20614
C 3.49122 0.60643 -3.93792
C 0.76996 2.90088 -3.03520
C 0.25840 4.33215 -2.78336
H -4.39981 -6.77216 -1.46659
H -3.27753 -6.09722 -2.61941
H -4.70195 -6.96977 -3.20464
H -4.67791 -4.25919 -3.10705
H -6.15347 -5.17378 -2.73158
H -5.56819 -5.03067 -0.30954
H -5.84872 -3.47742 -1.06988
H -2.99540 -4.40091 -1.05016
H -3.71051 -3.98495 0.50982
H -4.28220 -2.06633 -1.64945
H -2.55174 -2.17326 -1.26546
H -4.64592 -0.71865 0.08835
H -4.14385 -1.96278 1.20637
H -1.75749 -1.18353 0.79866
H -2.83822 -0.08570 1.67784
H -3.04573 0.36411 -1.17696
H -2.59751 1.55408 -0.00010
H -1.05458 1.01273 -1.99173
H -0.78525 -0.55288 -1.20119
H 0.70223 3.23734 -0.27424
H -0.95399 2.86547 -0.57270
H 0.49906 3.29813 2.00417
H -0.87658 4.10715 1.35313
H -1.07643 1.26026 2.44567
H -2.39060 2.33462 2.03473
H -0.58029 3.61735 3.95808
H -2.30678 3.28774 4.09086
H -2.97953 1.35187 5.12823
H 1.04560 1.12921 3.19715
H 1.08395 -2.06544 1.56618
H 2.80927 -1.76293 1.78192
H 2.26574 -1.58952 5.19526
H 2.80011 -2.76306 3.97442
H 3.52302 -1.13004 4.04125
H 3.06691 -1.10256 -1.72694
H 3.50691 -1.73293 -0.12587
H 0.67402 -1.68396 -0.60062
H 1.56965 -2.75954 -1.49261
H 4.16628 0.13275 1.17514
H 4.61593 2.54943 -0.48915
H 3.22424 2.68881 0.51327
H 6.13381 2.27283 1.29797
H 5.02720 3.51816 1.80147
H 4.85279 1.90645 2.48557
H 3.39114 2.74893 -3.95823
H 4.45532 2.14859 -2.74470
H 2.62883 -0.01410 -3.72350
H 4.38785 0.03109 -3.72268
H 3.49334 0.76117 -5.01642
H 1.14999 2.83433 -4.05496
H -0.02985 2.16901 -2.98385
H -0.77022 4.30130 -2.42237
H 0.83775 4.84750 -2.02117
H 0.23575 4.90341 -3.70653



[3]
118
Properties=species:S:1:pos:R:3 method="wB97M-V/def2-TZVPD" homo_ev="-11.675 / -11.675" homo_lumo_gap_ev="8.375 / 2.460" spin_multiplicity=2 max_force_ev_per_a=10.6 total_charge=+1 lumo_ev="-3.299 / -9.214"
Li -3.69756 1.11837 -0.56056
N -1.96127 0.81783 -0.03124
S -0.57397 1.34557 0.12036
O 0.48060 0.81545 -0.69089
O -0.14275 1.89248 1.37855
F -0.96581 2.62663 -0.76865
S -1.56597 -0.51512 0.94509
O -1.47389 -0.31706 2.39794
O -0.70900 -1.56141 0.32336
F -3.02454 -1.18383 0.77360
C -0.40470 -1.54963 -3.45532
O 0.56171 -2.35854 -4.12673
C 0.11680 -3.12949 -5.14662
O -1.08751 -3.23263 -5.54105
O 1.17167 -3.75165 -5.62953
C 1.05395 -4.50270 -6.84597
H -0.15315 -1.00976 -2.54243
H -1.19027 -2.24210 -3.15290
H -0.83514 -0.86908 -4.18994
H 2.04840 -4.68680 -7.25250
H 0.56454 -3.88152 -7.59612
H 0.58128 -5.47231 -6.68935
C 1.86768 1.71185 -3.46628
O 1.25990 2.99215 -3.57709
C 1.71274 3.94089 -2.72923
O 2.76878 3.94007 -2.00811
O 0.87246 4.90528 -2.71553
C 0.91766 5.91289 -1.75689
H 1.98744 1.34490 -2.44691
H 2.84032 1.86759 -3.93297
H 1.35215 0.92889 -4.02243
H 0.35312 6.79502 -2.05894
H 1.91618 6.28245 -1.52349
H 0.37111 5.59581 -0.86872
C 1.19996 -3.43983 -1.11666
O 0.68057 -4.65349 -1.60526
C 1.33754 -5.72330 -1.83712
O 2.58321 -5.78925 -1.90752
O 0.47315 -6.69570 -1.99216
C 0.81998 -7.95843 -2.56396
H 1.18891 -3.48634 -0.02771
H 0.65716 -2.52073 -1.33738
H 2.25611 -3.32959 -1.36259
H 1.68355 -8.51095 -2.19374
H 1.01568 -7.86077 -3.63179
H -0.05935 -8.59829 -2.49005
C -2.22563 2.94702 -3.82319
O -2.84483 3.97139 -3.04944
C -3.90538 3.67790 -2.21396
O -4.36087 2.61194 -1.94502
O -4.52183 4.92616 -1.91977
C -5.74345 5.04247 -1.21665
H -2.98215 2.42248 -4.40684
H -1.79808 2.29890 -3.05818
H -1.39135 3.32817 -4.41209
H -5.54583 4.69072 -0.20407
H -6.43674 4.28384 -1.57986
H -6.11625 6.06535 -1.26987
C -0.13033 -3.03187 3.48740
O 0.73715 -2.20239 4.05212
C 1.93950 -2.02397 3.54759
O 2.48046 -2.79350 2.70867
O 2.49988 -0.91961 4.12594
C 3.75844 -0.41931 3.64974
H -1.10614 -2.87128 3.94578
H 0.13727 -4.08472 3.57682
H -0.41271 -3.00871 2.43487
H 4.43453 -0.41349 4.50471
H 3.70263 0.58874 3.23886
H 4.33863 -0.99880 2.93164
C -3.19287 5.62948 6.25675
O -2.79096 4.67345 5.26755
C -1.79390 5.00127 4.28547
O -1.02451 6.01167 4.31364
O -1.83342 4.16713 3.20877
C -2.62851 2.99118 3.07559
H -2.70401 6.60272 6.21305
H -3.04810 5.20522 7.25030
H -4.25759 5.84601 6.16952
H -3.59673 3.37655 3.39519
H -2.23282 2.24417 3.76370
H -2.77841 2.57730 2.07843
C 7.08406 0.85500 -3.10382
O 6.04527 0.30261 -2.36315
C 5.24757 1.02847 -1.59744
O 5.22774 2.24399 -1.47860
O 4.68654 0.22941 -0.72104
C 4.05623 0.68601 0.47533
H 6.54529 1.44129 -3.84819
H 7.76484 0.15879 -3.59365
H 7.74400 1.54516 -2.57822
H 4.60092 1.45602 1.02169
H 3.96152 -0.22420 1.06749
H 3.10137 1.05092 0.09695
C 1.75887 2.95390 3.88237
O 2.13382 2.85208 5.24975
C 1.33038 2.99797 6.25419
O 0.07375 3.18418 6.14486
O 2.03139 2.83128 7.43014
C 1.35664 2.67288 8.63769
H 1.43621 3.97876 3.69890
H 1.05809 2.16741 3.60230
H 2.65394 2.82984 3.27281
H 1.99965 2.41495 9.47918
H 0.59362 1.89658 8.58075
H 0.90349 3.65502 8.77245
C -5.19784 -7.64497 -1.96765
O -4.34501 -6.97129 -1.03008
C -3.85604 -5.75419 -1.40766
O -4.10581 -5.15261 -2.42545
O -3.11399 -5.28931 -0.40180
C -2.59303 -4.05754 -0.41114
H -5.73398 -8.28854 -1.27018
H -4.59431 -8.24337 -2.65013
H -5.96712 -7.14092 -2.55265
H -2.11641 -3.85493 0.54797
H -3.36544 -3.29587 -0.51765
H -1.88023 -3.93253 -1.22625



[4]
99
Properties=species:S:1:pos:R:3 method="wB97M-V/def2-TZVPD" homo_ev=-8.768 homo_lumo_gap_ev=3.156 max_force_ev_per_a=9.2 total_charge=+1 lumo_ev=-5.612
C -3.53125 2.23347 -3.31853
C -2.37525 2.92047 -2.61353
O -1.50925 3.36247 -3.34853
N -2.43125 3.22747 -1.07453
H -3.65125 3.52647 -0.96753
H -2.22625 2.35447 -0.49953
C -1.54325 4.26647 -0.53053
H -4.12025 1.69947 -2.53753
H -3.05525 1.46847 -4.11253
H -4.27625 3.01347 -3.58953
H -0.43425 4.13247 -0.44653
H -1.46125 4.06847 0.51747
H -1.82725 5.21847 -0.97653
C -0.51325 -0.09553 2.38147
C -0.00325 -1.08453 1.36247
O 0.57675 -2.11853 1.61447
N -0.28425 -0.80753 -0.13053
H -0.32825 -1.62753 -0.72953
H -1.35225 -0.38153 -0.09753
C 0.68475 0.03147 -0.78553
H -0.43725 -0.48353 3.39047
H -1.49725 0.25047 2.09947
H 0.25675 0.55247 2.12647
H 0.48275 0.04547 -1.74053
H 1.92675 -0.10253 -0.60253
H 0.70275 0.94747 -0.47653
C -4.02425 2.63447 2.58647
C -4.87325 1.55647 2.02147
O -5.43625 0.68447 2.68147
N -4.94425 1.40447 0.44747
H -4.89925 2.42547 -0.24053
H -4.07025 0.96847 0.14247
C -5.93025 0.43847 -0.09753
H -3.98825 3.56747 1.85347
H -2.95625 2.34547 2.18447
H -3.99225 2.77547 3.72647
H -6.04325 -0.38553 0.65047
H -5.86525 0.39847 -1.14953
H -6.94425 0.85847 0.12247
I -0.14525 -3.89853 -1.84053
O -2.58125 0.62447 -0.42953
H -2.98125 -0.13553 -1.05553
F 1.94675 0.65147 -4.09753
C 1.62275 -0.16853 -5.10153
C 2.31475 0.00747 -6.29353
C 1.93375 -0.76153 -7.43753
C 1.04775 -1.80353 -7.36853
C 0.32975 -2.03353 -6.10653
C 0.60875 -1.20353 -4.99653
H 3.07075 0.70447 -6.18853
H 2.66875 -0.55253 -8.32753
H 0.63775 -2.21253 -8.21153
H -0.31125 -2.90753 -5.95053
H -0.00225 -1.45153 -4.05453
C -4.13425 -3.85053 0.40647
C -3.93925 -2.41653 0.36547
C -4.03225 -1.90453 1.64847
S -3.20125 -3.13253 2.74347
O -4.18825 -3.46853 3.82447
O -1.85025 -2.73753 3.14647
C -3.07325 -4.34853 1.45347
H -3.97525 -4.35853 -0.55953
H -5.10325 -4.16353 0.81747
H -4.79225 -2.12953 -0.11753
H -3.03625 -1.99653 -0.22453
H -4.94225 -1.92753 2.00747
H -3.71125 -0.86253 1.73447
H -3.29925 -5.42653 1.94747
H -2.09425 -4.53953 1.11847
C 3.60075 -1.98453 3.02947
C 4.44875 -2.92653 3.84147
C 5.72575 -2.63753 3.56647
S 5.75175 -2.14553 1.76847
O 6.18275 -3.32453 0.97047
O 6.27975 -0.84353 1.57247
C 4.00075 -1.99553 1.62647
H 4.11075 -0.80453 3.26047
H 2.62975 -1.92953 3.01447
H 4.13575 -4.03453 3.44847
H 4.28375 -2.81353 4.91347
H 6.55375 -3.42353 3.95647
H 6.11375 -1.78553 4.05147
H 3.50975 -2.91153 1.24347
H 3.61575 -1.21453 1.09747
C 5.26975 3.71547 1.51747
C 5.89975 2.34147 1.23147
C 5.05475 1.74547 0.14847
S 3.43475 2.16747 0.73347
O 3.00275 1.11947 1.49447
O 2.65575 2.48547 -0.51553
C 3.72075 3.58347 1.70747
H 5.48375 4.51247 0.62947
H 5.63075 4.16747 2.43247
H 5.98375 1.88947 2.30447
H 6.97975 2.38547 0.95147
H 5.20575 0.65547 -0.07353
H 5.35775 2.46947 -0.61953
H 3.43575 3.24247 2.69147
H 3.34875 4.40747 1.30947



[5]
103
Properties=species:S:1:pos:R:3 method="wB97M-V/def2-TZVPD" homo_ev="-9.661 / -10.624" homo_lumo_gap_ev="6.155 / 7.119" spin_multiplicity=2 max_force_ev_per_a=7.2 total_charge=+1 lumo_ev="-3.505 / -3.505"
Zn -0.47104 1.57198 0.72263
C 2.19425 -4.99228 -0.90599
C 1.66528 -3.58708 -0.51525
C 2.65322 -2.67312 0.29461
C 3.86461 -2.36187 -0.63073
C 3.32715 -1.41754 -1.73197
C 2.14874 -1.94975 -2.63942
N 1.23163 -2.77781 -1.77898
O 0.08734 -3.32142 -2.41569
C 2.68611 -2.76403 -3.72316
C 1.33424 -0.76899 -3.24687
C 0.37827 -3.71337 0.24553
H 1.36993 -5.52647 -1.37848
H 2.36501 -5.57664 -0.00187
H 2.98580 -4.95523 -1.65443
H 2.89214 -3.22416 1.20421
H 2.23227 -1.72822 0.63821
H 4.44101 -3.18227 -1.05830
H 4.67262 -1.94739 -0.02787
H 4.20125 -1.10923 -2.30555
H 2.89159 -0.56752 -1.20676
H 3.31633 -3.61049 -3.45035
H 3.49406 -2.19861 -4.18753
H 1.92877 -3.14140 -4.41027
H 0.80535 -0.00296 -2.67979
H 0.64380 -1.16673 -3.99065
H 1.98110 -0.26699 -3.96636
H 0.56563 -3.77769 1.31738
H -0.35560 -4.43619 -0.11093
H -0.16121 -2.77191 0.34912
F -0.00034 -0.21678 0.01954
O -4.59871 1.87997 -0.51011
S -3.66351 0.81422 -0.09705
O -2.42993 1.11327 0.64262
O -4.41805 -0.47285 0.64721
C -5.79822 -0.67178 0.34052
C -6.72087 0.05751 1.28947
C -3.04575 -0.01538 -1.56390
H -6.02514 -1.73206 0.45187
H -5.95570 -0.51681 -0.72685
H -7.78641 0.09770 1.06342
H -6.42195 1.10427 1.34463
H -6.68177 -0.45141 2.25259
H -3.87940 -0.45940 -2.10793
H -2.30931 -0.73756 -1.21146
H -2.57983 0.75595 -2.17716
O 1.89323 1.81071 4.05360
S 0.64924 1.07716 3.93445
O -0.03408 1.11889 2.66309
O 0.81988 -0.51713 4.42321
C 1.35668 -1.43852 3.46084
C 1.71188 -2.74273 4.24208
C -0.43235 1.81493 5.19911
H 2.18196 -0.93909 2.95329
H 0.67877 -1.55812 2.61571
H 2.39537 -3.32999 3.62884
H 0.79054 -3.32295 4.29275
H 2.23296 -2.64285 5.19423
H -0.84278 2.76712 4.86299
H 0.16606 1.98428 6.09427
H -1.22832 1.11473 5.45257
O 1.57979 2.22083 0.53892
S 2.61000 3.23050 0.54929
O 3.90628 2.96974 0.07445
O 2.07282 4.36841 -0.48109
C 2.89631 5.51752 -0.76671
C 2.97826 5.73559 -2.24156
C 2.58966 4.19363 2.16926
H 3.87963 5.54344 -0.29714
H 2.38336 6.37750 -0.33612
H 1.99082 5.78193 -2.70083
H 3.62250 4.99167 -2.71021
H 3.64397 6.53226 -2.57360
H 3.17675 5.09823 2.01079
H 3.15039 3.66399 2.93943
H 1.54967 4.39406 2.42686
O -0.73401 2.12984 -1.37771
S -0.36387 2.90299 -2.46861
O 1.03315 2.95143 -2.90888
O -1.41548 2.46977 -3.73708
C -0.85036 2.77155 -5.00504
C 0.21684 1.69806 -5.46629
C -0.93013 4.69741 -2.26420
H -0.29599 3.70992 -4.98959
H -1.75519 2.76755 -5.61282
H 0.41161 1.76483 -6.53666
H -0.11079 0.76179 -5.01447
H 1.20810 1.93363 -5.07898
H -0.20784 5.12172 -1.56681
H -1.86396 4.91068 -1.74402
H -1.06569 5.19895 -3.22241
C -3.82185 -3.86377 2.58510
C -3.88877 -3.73876 3.94576
C -3.19885 -2.65841 4.71606
O -3.34149 -2.50107 5.92225
C -2.31663 -1.80777 3.88140
C -2.15776 -2.03191 2.54846
C -2.88011 -3.08647 1.80265
O -2.87799 -3.22077 0.60351
H -4.36669 -4.59615 2.00790
H -4.56013 -4.38813 4.48799
H -1.80980 -0.97285 4.34229
H -1.48031 -1.34328 2.06552